# 1
# H80O40

A 40-piece molecular cluster, H80O40 overall in a non-equilibrium geometry (ωB97M-V/def2-TZVPD, OMol25).

Summary:
Relative energy (zero: lowest compared OMol25 entry of this formula, charge and spin) ... 854.5 kJ/mol
Net charge ... 0
Frontier orbital gap ... 10.05 eV
Highest occupied orbital energy ... -10.049 eV

The geometry in XYZ format:
```
120
Properties=species:S:1:pos:R:3:forces:R:3
O 0.43563 -1.01041 1.89934 -2.10 -2.12 1.91
O 2.57278 0.21453 3.01623 0.94 -0.24 0.04
O -4.04736 2.62437 0.63130 -3.32 -3.01 4.82
O 4.84290 1.15619 1.94514 -2.12 5.17 -0.72
O 3.05325 1.65838 -3.58122 0.71 -0.27 0.98
O 0.42013 -5.10475 2.42154 3.20 -0.99 -0.89
O -3.77427 0.07919 0.51006 -0.72 2.18 4.18
O -1.00052 -1.49023 -3.80652 0.83 -2.48 1.72
O 0.26087 4.80231 -1.64234 0.74 0.63 -0.46
O -0.69045 3.38365 -5.12059 -2.54 -0.81 -2.92
O 4.47445 -1.42687 1.81927 -4.99 5.92 1.40
O 5.19721 -3.29156 0.27609 -0.07 1.65 -0.34
O 2.70387 -2.88332 4.34416 -0.61 -0.37 1.35
O 2.47099 3.11848 0.06503 0.87 -0.11 0.29
O -0.04455 0.05403 4.91835 -0.01 -0.16 -0.34
O -4.01153 -1.48548 2.57375 -0.50 -1.10 -2.31
O 0.71310 5.08277 0.94227 0.70 -2.61 1.04
O 3.00676 -3.51741 1.59796 -1.96 -0.70 -0.76
O 0.98064 0.03123 -3.67810 0.07 -0.96 -0.57
O 0.19177 2.59523 -2.65087 6.76 4.86 -0.62
O -3.35969 -4.29207 -2.85657 0.51 2.68 -1.17
O -0.99363 3.03966 2.34580 1.52 -1.82 0.73
O -3.58515 -1.94445 -1.16867 0.26 -1.77 -3.05
O -0.21298 0.88242 -6.14101 2.35 -1.77 0.61
O 0.06120 -3.48353 4.62942 1.68 1.96 -1.78
O -3.23378 3.85310 -3.85696 -1.32 -0.02 -2.89
O -1.76033 0.65927 -2.78396 -0.03 5.36 0.33
O -2.42877 1.08792 -5.25883 -0.30 2.14 0.29
O -2.19412 -3.64934 1.74494 -1.98 -0.56 -1.64
O -1.73233 1.60276 0.34521 -0.11 -0.61 -1.32
O 0.83793 1.03087 0.17867 -0.57 0.39 -0.12
O 3.39528 0.81537 -1.14756 -1.24 1.05 1.79
O -1.92322 3.52875 -1.45064 -0.22 1.21 0.78
O 1.08325 -2.22682 -1.54960 6.16 4.71 -3.69
O -1.05644 -0.96208 -0.93686 -0.55 0.47 2.26
O 0.27629 -4.35340 -0.16499 2.90 -1.66 -1.35
O -1.61626 -1.57237 3.58427 -1.63 -1.90 -2.17
O -2.91704 1.76244 4.31351 -1.31 -1.41 6.60
O 3.70796 -1.52638 -0.75851 -0.82 -0.76 -1.91
O -0.37868 2.50395 4.89980 3.90 -1.87 1.57
H -3.83382 1.52313 4.58288 1.05 0.32 -0.57
H 5.10521 -2.01269 1.82796 5.31 -4.87 -0.42
H 1.42898 -5.28430 2.06678 -3.62 1.29 2.10
H 0.97983 -3.09081 4.78603 -0.92 -0.23 -1.01
H 2.81331 -2.00612 -0.68877 1.12 1.32 -1.09
H -1.30131 -0.82990 4.02820 1.57 2.84 1.93
H -0.52391 -4.00505 0.10709 -2.76 0.88 1.38
H 1.81957 2.38321 0.16581 -0.32 -0.21 0.02
H 5.17127 1.09897 1.08118 1.21 -1.32 -1.10
H -0.25556 -1.53754 2.53397 1.77 1.86 -1.99
H -2.12578 4.30833 -0.88192 -0.14 -0.70 -0.51
H -0.46601 2.05546 -2.62578 -6.67 -5.68 0.52
H 0.41654 -4.55877 3.24994 0.66 -0.49 -0.75
H 2.51335 0.53025 -0.71352 1.47 0.50 -1.19
H -1.66809 0.90400 -3.73344 -0.10 0.47 0.61
H 0.85863 0.75562 -3.06885 -0.01 0.73 0.22
H 3.50163 1.69113 -0.70663 -0.15 -0.56 -0.76
H -1.19864 -0.87167 0.05636 0.51 -0.59 -1.64
H -0.96876 3.77955 -1.66234 -0.51 -0.04 0.23
H -0.35719 -1.46515 -4.50130 0.28 0.22 -0.95
H 0.00326 3.14901 -3.42831 0.24 -0.18 -0.34
H 0.54552 -1.46289 -1.48200 -0.77 1.57 0.57
H -1.64391 3.58909 -5.41671 2.00 0.44 1.26
H 4.28307 -1.12119 0.92057 0.09 -0.42 -0.14
H -1.45209 -2.29118 4.17652 0.44 -0.82 0.81
H -1.85522 2.30933 -0.39818 0.11 -1.12 1.25
H 3.39099 1.51904 -2.61573 -0.81 0.46 -2.23
H -0.32431 -1.75798 -3.08494 -1.64 0.55 -1.20
H 1.68634 0.34984 -4.23988 0.74 0.34 0.18
H 3.40963 2.42636 -4.03691 0.20 -0.02 0.51
H -0.00837 0.24484 -5.38274 0.13 1.76 -0.99
H 3.21816 2.86982 0.64197 -0.54 0.55 0.12
H -2.90541 1.89509 3.44762 -0.09 1.03 -6.05
H -2.76074 1.99937 -4.94001 -0.45 -2.27 -0.61
H -0.17885 1.20038 0.18317 1.19 -0.12 0.08
H -1.02861 2.90481 5.36566 -3.29 2.11 1.80
H -1.57884 3.69707 2.05091 -1.49 1.18 -0.68
H 4.95807 0.56624 2.61791 1.33 -3.00 1.48
H -0.54961 2.66801 -5.83893 0.76 0.83 1.88
H 3.79338 -1.03735 -1.66067 -0.73 -1.34 2.45
H -3.60490 -0.41290 -0.23822 0.12 -2.81 -2.55
H -2.69163 -4.42307 2.04425 0.23 0.10 -0.18
H -2.93968 -3.79248 -3.62099 -0.66 -0.94 1.41
H -0.03012 -3.94279 5.40958 -0.84 -1.97 2.81
H -3.24357 -5.19265 -3.06682 0.21 -1.68 -0.36
H -4.10035 4.10646 -3.53440 0.20 -0.08 0.36
H 0.44523 -5.14229 0.37982 -0.54 0.79 -0.21
H -2.62962 3.70821 -3.16550 0.97 -0.17 2.22
H 0.53804 5.36356 -0.89962 -0.20 -0.42 -0.04
H -4.19647 -2.52716 -1.74937 1.42 1.32 1.59
H 5.43882 -4.13650 -0.00041 0.74 -2.14 -0.92
H 0.59749 -2.85360 -1.23602 -4.43 -6.53 3.24
H 2.95711 1.01864 2.59821 -0.28 -0.83 0.38
H -2.57886 0.99085 0.39965 1.34 1.08 -0.01
H -1.20785 2.21728 1.81662 -0.03 1.14 -0.13
H 3.27738 -0.48239 2.88988 -0.82 0.86 -0.23
H 3.02742 -2.05813 4.67408 0.32 0.82 0.42
H -3.74399 -2.19733 1.83820 0.00 1.97 3.02
H -1.11785 0.66125 -6.28107 -0.98 0.19 -0.44
H -0.44419 2.69362 4.00269 -0.71 0.81 -2.83
H 3.96747 -3.58071 1.41923 -0.88 0.22 -0.88
H -4.37814 1.59833 0.62589 1.24 3.29 -0.25
H 3.01143 -2.94586 3.45390 0.10 -0.27 -1.72
H -1.82616 -0.21244 -2.96087 -0.27 -4.88 -0.29
H 0.33219 4.44646 1.62629 0.23 1.33 -0.97
H -1.05076 -0.02497 -1.19102 -0.18 -0.04 -0.32
H 0.85741 4.03336 -1.72797 -0.08 0.64 0.24
H -3.80500 2.79240 -0.20822 1.14 0.82 -4.54
H 2.46688 -3.34840 0.75222 1.38 -0.52 2.00
H -0.44477 0.98010 5.16511 1.67 -1.39 -1.37
H -3.01526 0.36347 -5.44493 -1.34 0.36 0.39
H -2.70510 -2.01088 -1.68159 -1.77 0.23 1.49
H -3.84255 -0.40601 1.43034 -0.03 -0.14 -1.55
H -3.30710 -1.30674 3.23645 0.26 -0.99 -0.95
H 0.61503 0.08067 4.16212 -1.15 0.84 1.55
H -1.51973 -3.53965 2.36872 1.72 0.24 1.42
H 4.67593 -2.83187 -0.45764 0.63 -0.26 0.93
H 1.23235 -0.95755 2.44490 0.11 0.11 -0.18
H 0.97473 0.43470 0.93421 -0.39 -0.16 0.02
H 1.37183 4.40528 0.56097 -0.71 1.48 0.60
```
Forces are in eV/Å.

Atomic partial charges in e from the Löwdin method, atoms 1 to 6: number 1, O, carries -0.11; number 2, O, carries -0.08; number 3, O, carries -0.09; number 4, O, carries 0.00; number 5, O, carries -0.10; number 6, O, carries -0.15


# 2
# C6H10

One molecule with the formula C6H10 (ωB97M-V/def2-TZVPD, OMol25).

Summary:
Structure (SMILES) ... CC1=CCCC1
Relative energy (zero: lowest compared OMol25 entry of this formula, charge and spin) ... 20.1 kJ/mol
Net charge ... 0
Frontier orbital gap ... 9.94 eV
Highest occupied orbital energy ... -8.778 eV

The geometry in XYZ format:
```
16
Properties=species:S:1:pos:R:3:forces:R:3
C -1.49846 0.75978 -0.32524 -0.07 0.03 0.02
C -0.14917 -1.19579 -0.07761 0.16 0.03 0.03
C 2.24054 0.20976 0.16357 -0.04 -0.08 0.02
C -1.53934 -0.64676 0.28540 -0.02 -0.07 -0.02
C -0.05924 1.13188 -0.07042 0.07 -0.02 -0.01
C 0.73809 0.06408 0.02472 -0.19 0.23 0.05
H -1.66873 0.70037 -1.41284 -0.04 0.07 0.16
H -2.33153 -1.30867 -0.08138 0.00 0.26 0.00
H 0.11328 -2.06241 0.54069 0.29 0.30 -0.04
H 0.28431 2.15881 0.01827 0.01 -0.10 -0.23
H 2.81689 -0.33646 -0.59388 -0.27 -0.06 0.09
H -2.22250 1.47263 0.07956 0.04 -0.18 0.05
H -1.64414 -0.55209 1.37464 0.08 -0.09 -0.18
H -0.20906 -1.55716 -1.11861 0.29 0.08 0.15
H 2.51060 1.26922 0.04978 -0.14 -0.27 0.05
H 2.61845 -0.10719 1.14332 -0.17 -0.11 -0.13
```
Forces are in eV/Å.

Atomic partial charges in e from the Löwdin method, atoms 1 to 6: number 1, C, carries -0.20; number 2, C, carries -0.15; number 3, C, carries -0.06; number 4, C, carries -0.21; number 5, C, carries -0.08; number 6, C, carries -0.27


# 3
# C14H17Cl12N3S

C14H17Cl12N3S as an isolated structure (ωB97M-V/def2-TZVPD, OMol25).

Summary:
Relative energy (zero: lowest compared OMol25 entry of this formula, charge and spin) ... 0.0 kJ/mol
Net charge ... 0
Frontier orbital gap ... 7.79 eV
Highest occupied orbital energy ... -8.034 eV

The geometry in XYZ format:
```
47
Properties=species:S:1:pos:R:3:forces:R:3
Cl 2.97328 -2.23452 -1.67446 0.01 -0.03 -0.02
Cl -9.89332 0.29420 -4.57620 -0.02 0.00 0.01
Cl 8.50715 -2.01236 4.24265 0.00 -0.01 0.04
Cl 0.94120 -3.22418 0.15482 0.00 -0.02 -0.02
Cl -8.90052 -0.48791 -1.95864 -0.25 -0.12 -0.40
Cl 3.40388 -2.08799 1.19073 0.02 -0.05 -0.02
Cl 12.50627 -3.31928 3.89668 -0.03 0.00 0.01
Cl -10.03918 -2.48389 -3.73787 -0.02 0.00 0.01
Cl 13.51342 -1.24534 5.66422 -0.02 0.00 0.01
Cl 5.78233 -1.22779 3.62054 0.02 0.02 0.06
Cl 7.32428 -2.76541 1.70042 0.00 -0.02 0.01
Cl 12.67368 -0.57320 2.96635 -0.02 0.00 0.00
S -7.54222 0.32695 0.70799 0.20 0.01 0.38
N -2.39042 1.29834 -2.27819 -0.01 0.05 -0.07
N -6.47327 -0.37594 -0.26611 0.05 0.25 0.18
N -6.90385 1.78801 0.87364 0.00 0.00 -0.20
C -5.53879 0.55206 -0.52335 -0.25 -0.29 -0.16
C -4.39549 0.35981 -1.33571 -0.05 0.16 -0.12
C -3.54184 1.41268 -1.50185 0.08 0.02 0.00
C 1.84991 1.64860 -0.76309 0.09 -0.34 -0.35
C -4.90057 2.88301 -0.07871 -0.03 0.08 0.19
C -3.82234 2.68096 -0.86731 0.36 -0.20 -0.03
C 0.71191 0.66647 -0.44938 0.12 0.21 0.57
C -1.11406 1.82048 -1.83679 -0.12 0.26 0.31
C -5.79543 1.79824 0.12357 -0.04 -0.05 0.07
C 2.67072 -3.01276 -0.11935 -0.05 0.11 0.03
C 7.01812 -2.46686 3.40990 0.00 0.03 -0.10
C -0.67627 1.30297 -0.44994 0.26 0.09 -0.05
C -10.10707 -0.80132 -3.20833 0.06 0.02 0.02
C 12.39170 -1.62074 4.35590 0.06 0.00 -0.03
H -11.08825 -0.62330 -2.78918 0.00 0.00 0.00
H -1.14124 2.91603 -1.78954 0.08 0.00 -0.20
H -3.12187 3.48783 -1.04074 -0.04 0.03 0.00
H 0.88570 0.28774 0.56259 0.02 -0.21 -0.10
H -5.08269 3.83911 0.39207 -0.06 -0.01 0.00
H -4.22203 -0.59644 -1.81056 0.06 -0.01 0.07
H 11.38771 -1.43720 4.71369 0.00 0.00 0.00
H 2.26335 2.10206 0.13709 -0.13 0.10 0.01
H -0.35924 1.55697 -2.57793 -0.11 -0.04 -0.09
H -0.65309 2.14623 0.24725 -0.07 -0.06 0.06
H -1.40097 0.59106 -0.05032 -0.09 0.01 -0.16
H 3.12995 -3.99183 -0.14039 0.01 0.00 0.00
H -2.45654 0.86142 -3.17677 0.02 -0.21 0.09
H 0.76173 -0.20073 -1.11069 -0.17 0.07 -0.12
H 6.65454 -3.38418 3.85298 0.01 0.00 0.01
H 2.66202 1.10819 -1.25429 0.10 0.10 0.07
H 1.54771 2.44376 -1.44740 -0.05 0.02 0.03
```
Forces are in eV/Å.

Atomic partial charges in e from the Löwdin method, atoms 1 to 6: number 1, Cl, carries 0.53; number 2, Cl, carries 0.52; number 3, Cl, carries 0.53; number 4, Cl, carries 0.53; number 5, Cl, carries 0.53; number 6, Cl, carries 0.51


# 4
# C29H66N3O5

A 3-piece molecular cluster, C29H66N3O5 overall (ωB97M-V/def2-TZVPD, OMol25).

Summary:
Relative energy (zero: lowest compared OMol25 entry of this formula, charge and spin) ... 0.0 kJ/mol
Net charge ... +1
Frontier orbital gap ... 7.20 eV
Highest occupied orbital energy ... -10.219 eV

The geometry in XYZ format:
```
103
Properties=species:S:1:pos:R:3:forces:R:3
O 0.98485 -5.83954 -1.45641 0.22 0.14 0.08
O -3.98932 3.32390 0.66212 0.08 -0.01 0.03
O -3.90083 3.68358 5.23026 -0.09 0.08 -0.09
O 5.93146 1.52952 3.80857 0.00 0.13 -0.04
O 6.23213 2.62177 -0.65308 0.02 -0.03 0.07
N -5.81205 2.76724 3.15674 0.19 -0.05 -0.03
N 4.18794 2.73553 1.72878 0.07 -0.13 -0.03
N -2.80012 -2.53237 -3.13674 -0.58 -0.30 -0.38
C -0.62791 0.64456 -2.23384 0.13 0.14 0.42
C 1.59848 -4.72562 -2.10516 -0.06 -0.59 0.28
C 3.60158 -2.10545 -3.05206 -0.16 -0.53 0.29
C 2.86810 -2.94417 -4.12176 0.58 -0.10 -0.02
C -4.36515 -1.48344 -1.72650 -0.15 -0.18 -0.51
C -1.84481 -1.78232 -0.89219 -0.39 0.12 -0.17
C -5.18582 -2.21820 -2.80313 -0.11 0.14 -0.33
C -5.91535 2.26363 1.79487 -0.10 0.14 0.08
C -3.06925 -2.27104 -1.68531 0.07 -0.36 0.85
C 1.46823 -0.69886 -2.65261 -0.28 -0.15 0.29
C 3.20266 -4.44006 -4.10763 -0.48 -0.04 -0.09
C -3.11440 3.84467 1.64992 0.01 0.09 -0.11
C 0.34633 -5.50106 -0.24842 0.10 -0.24 -0.13
C 2.72690 -1.32012 -2.06555 0.09 0.54 -0.21
C -1.97002 -0.39114 -0.27089 0.37 0.12 -0.12
C 6.32523 2.73795 4.43095 0.04 -0.07 0.00
C -1.78536 0.78556 -1.23712 -0.06 -0.15 -0.14
C -4.15706 -2.88538 -3.72796 0.09 -0.08 -0.17
C 4.92388 2.09650 -0.63721 -0.12 -0.03 -0.19
C 7.10214 2.13765 0.35469 0.07 0.08 -0.08
C -4.81435 2.60732 5.39059 0.08 -0.11 0.08
C 3.96167 2.82952 0.29210 0.00 0.13 0.10
C -4.62815 2.11006 0.99068 -0.03 -0.16 -0.15
C -5.06436 1.91295 4.06925 -0.03 0.11 -0.09
C 2.85820 -5.20080 -2.81616 0.07 0.12 -0.19
C 4.06707 1.39194 2.27635 0.08 0.12 -0.05
C -4.46142 4.96684 5.43785 0.08 -0.03 0.03
C 0.71549 0.18046 -1.64981 0.11 -0.08 -0.55
C 4.52736 1.34147 3.71766 -0.03 -0.16 0.03
H 3.01612 1.08677 2.22982 -0.01 -0.01 -0.02
H 3.33603 -0.50809 -1.66003 0.05 -0.02 0.13
H -4.36251 1.89082 6.08206 -0.01 0.02 0.02
H -5.38340 3.68383 3.13652 -0.04 0.02 0.03
H -3.33392 -3.25810 -1.29664 0.01 -0.09 -0.13
H 0.86651 -4.30216 -2.80245 0.00 0.18 -0.07
H 2.70081 -6.25025 -3.06056 0.06 -0.08 0.00
H 2.62708 -4.89919 -4.91656 0.02 0.01 -0.07
H 3.99528 2.08322 4.32029 0.00 0.05 -0.04
H -5.80455 -1.54087 -3.38563 -0.03 0.13 0.10
H -3.63000 4.52267 2.33375 0.02 -0.05 0.07
H -2.63864 3.04790 2.22845 -0.03 -0.01 0.04
H -5.75340 2.95522 5.82958 -0.03 0.02 -0.06
H -2.70244 0.92351 -1.81487 -0.02 0.19 0.02
H 3.99010 3.88851 0.02491 -0.02 -0.01 -0.03
H -4.08478 1.61703 3.66640 0.01 -0.07 0.05
H -5.86074 -2.96241 -2.39086 0.10 -0.10 0.15
H -2.16332 -3.31519 -3.27408 0.29 0.21 0.02
H 1.66795 -0.14174 -3.57004 0.11 0.05 -0.04
H 0.02297 -6.42934 0.21598 -0.11 -0.02 -0.02
H -6.42163 1.29219 1.82444 0.02 -0.02 0.00
H 0.78075 -1.50711 -2.92933 -0.02 -0.03 -0.15
H 1.03368 -5.00502 0.44228 0.00 0.14 0.00
H 4.65663 0.65113 1.71773 -0.05 -0.07 0.03
H -4.85853 -1.50284 -0.76192 -0.01 0.16 0.10
H -0.47701 1.61674 -2.70090 -0.09 -0.01 -0.22
H -2.42960 -1.70173 -3.59989 0.21 -0.01 0.11
H -4.89744 1.65198 0.03139 -0.01 0.00 0.00
H 1.85988 -3.98866 -1.34424 -0.12 0.26 -0.08
H 1.78807 -2.84500 -4.06281 -0.08 0.18 0.02
H -5.64112 1.00075 4.25075 0.00 -0.01 -0.02
H -0.90954 -0.03959 -3.04232 -0.04 -0.07 -0.08
H 1.34024 1.04170 -1.41281 -0.05 0.07 0.21
H -1.21077 -0.32746 0.50838 0.02 0.01 0.06
H 6.07962 3.61526 3.82283 -0.05 0.02 0.04
H 7.07106 2.75942 1.25352 -0.03 -0.07 0.05
H -0.52870 -4.86076 -0.41812 -0.06 0.10 0.04
H -4.96258 5.02760 6.40771 -0.03 0.02 0.00
H 4.21600 -2.78712 -2.45838 0.12 0.05 0.00
H 5.11053 3.09502 1.93846 -0.01 0.02 0.02
H 7.40469 2.69664 4.56163 0.00 -0.02 -0.02
H -5.17678 5.23753 4.65351 -0.05 -0.01 0.04
H 4.30128 0.35077 4.12283 0.00 0.01 0.03
H -4.24164 -3.96819 -3.74652 0.09 -0.05 0.15
H 2.42704 -1.92032 -1.20529 0.05 -0.16 0.01
H -2.92418 -0.30197 0.24728 -0.07 0.02 0.02
H 2.94466 2.47671 0.08280 0.00 -0.03 0.00
H 3.16736 -2.56928 -5.10043 -0.20 0.05 -0.11
H 0.58135 -0.39407 -0.73408 0.01 0.03 0.15
H -4.20421 -0.45636 -2.04778 0.07 0.11 0.23
H -0.96983 -1.84350 -1.54004 0.16 0.02 0.04
H -3.64227 5.68306 5.42419 0.01 -0.02 -0.01
H 4.30830 -1.43303 -3.53284 -0.06 0.15 -0.08
H -6.56806 2.94366 1.24232 -0.01 -0.03 -0.03
H 8.11595 2.17561 -0.04230 -0.01 0.00 -0.02
H -1.65501 1.69980 -0.65913 -0.06 0.02 0.09
H 5.85782 2.84771 5.41364 -0.01 0.03 0.01
H 4.94889 1.01638 -0.43930 0.04 0.02 0.10
H -1.67987 -2.50055 -0.09176 0.05 -0.06 0.02
H -3.91600 1.42937 1.47774 -0.01 0.06 0.10
H 4.24759 -4.59257 -4.37268 0.12 -0.02 0.12
H 6.87073 1.10406 0.62581 -0.03 0.00 0.03
H 3.69288 -5.16558 -2.11715 0.01 -0.02 0.10
H -4.17400 -2.55632 -4.76266 -0.04 0.17 0.01
H -2.34112 4.41447 1.13517 -0.01 -0.01 -0.02
H 4.54436 2.21923 -1.65673 0.01 -0.01 0.00
```
Forces are in eV/Å.

Atomic partial charges in e from the Löwdin method, atoms 1 to 6: number 1, O, carries -0.19; number 2, O, carries -0.18; number 3, O, carries -0.20; number 4, O, carries -0.19; number 5, O, carries -0.17; number 6, N, carries -0.05


Among the records above, which one has the highest net charge?
C29H66N3O5